(1)
C39H68N9O2PReSbSi3 | ωB97M-V/def2-TZVPD

Output
Kohn-Sham gap (alpha / beta) (Ha): 0.248 / 0.234
Relative energy (zero: lowest compared OMol25 entry of this formula, charge and spin) (kcal/mol): 0.0
Expectation value of S²: 3.776
LUMO (alpha / beta) (eV): -8.5 / -8.9
Multiplicity: 4
E_tot (eV): -100619.5860
Net charge: +3
Highest occupied orbital energy (alpha / beta) (Ha): -0.558 / -0.562

Each line ends with the Mulliken spin population.
Atoms and positions in Å:
C: 0.6456 -4.3080 -1.6207  0.00
H: 6.9673 1.9669 -0.7507  0.00
C: 4.0439 0.0790 1.6610  0.00
H: 4.8762 2.5185 2.1546  0.00
H: 3.4895 0.5970 2.4429  0.00
O: 1.1123 -0.2048 1.9032  0.04
C: 0.9311 1.4784 5.1047  0.00
Sb: -2.6406 -1.3308 0.7353  0.00
H: 6.1464 -1.2194 0.7745  0.00
C: 3.6884 2.2135 -0.1768  0.01
N: 5.0992 2.3900 0.0674  0.01
H: 2.7020 -1.1924 -2.2801  0.02
H: -0.3384 0.5002 -7.1174  0.00
C: -4.8882 2.2717 -1.8953  0.00
N: -1.1916 -1.5727 -2.9579  0.00
C: -3.0004 0.7893 0.2774  0.01
H: -4.6421 0.1839 3.7956  0.00
H: 4.5502 -1.3998 -1.0316  0.00
H: -5.6652 2.0042 -2.6256  0.00
H: 3.2693 -1.6703 5.0331  0.00
H: -1.3752 -1.4681 -5.0103  0.00
H: -1.8689 1.5093 3.2831  0.00
H: -2.8513 -3.4668 -5.1653  0.00
C: -5.8865 -0.1543 -0.3360  0.00
H: 0.5068 0.6015 5.5846  0.00
H: -5.6466 -1.1157 0.1304  0.00
H: 0.8180 1.4567 -7.9692  0.00
H: 0.1937 2.2778 5.1439  0.00
Si: -4.4061 0.6731 -1.0864  0.01
H: -4.8430 -0.8069 2.3431  0.00
H: 0.8130 -2.9691 4.3333  0.00
H: -3.5071 -4.5999 -3.0173  0.00
H: -2.6472 -0.8884 3.3790  0.00
O: 2.5312 1.4098 -6.1129  0.00
C: -0.4530 -0.2119 -2.9116  0.05
H: 2.2504 -2.9710 3.3058  0.00
C: 5.9350 1.6651 -0.9024  0.00
C: -1.4045 4.0344 -0.8331  0.02
C: -1.8483 -1.2148 2.7223  -0.01
H: 4.3303 -0.0367 -2.1393  0.00
H: -1.5354 -2.2117 3.0256  0.00
H: 5.6388 1.9337 -1.9148  0.00
H: 1.8142 1.8030 5.6528  0.00
H: 2.5458 -3.6550 0.8714  0.00
C: -4.9126 0.2121 2.7335  0.00
H: -5.3216 3.0243 -1.2293  0.00
C: -2.5916 2.2536 2.9347  0.00
H: -2.5351 -3.7986 -0.9021  0.01
H: 0.9505 -3.6149 -2.4160  0.00
C: 1.3196 -2.4437 3.5238  0.00
C: -0.5276 -4.4567 1.2330  0.00
C: 6.2315 -0.1423 0.6382  0.00
H: 2.3740 2.8656 3.0686  0.00
C: 5.4992 1.9981 1.4245  0.00
C: -0.0724 3.6841 -1.0561  0.01
H: -6.5941 -0.3581 -1.1521  0.00
H: -1.3095 -3.9368 1.7902  0.00
C: -2.8304 -3.7527 -3.0166  0.00
H: -4.6408 3.8397 1.1683  0.00
N: 5.4119 0.5482 1.6466  0.00
H: 1.3751 2.1296 1.7992  0.01
H: -5.9687 0.4936 2.6806  0.00
C: -2.2744 3.0694 -0.4007  -0.01
C: -3.8447 -0.4009 -2.5045  -0.01
N: 0.5418 0.9769 -7.1268  0.00
N: 1.2280 1.2037 3.6896  0.01
H: 3.4386 2.5347 -1.1903  0.01
Si: 0.3043 -3.4027 -0.0443  0.02
C: 0.9927 0.1944 -4.8447  0.00
H: 2.9487 -0.8244 -4.6782  0.00
H: -1.0247 -0.5225 2.7763  0.02
H: 0.2026 -4.8459 1.9530  0.00
H: 1.8981 -1.2094 6.0443  0.00
H: -4.7234 -0.5361 -3.1512  0.00
H: -5.8775 2.6284 0.7541  0.00
N: 0.7437 -0.3759 -2.1487  0.08
H: -1.1463 0.4120 -2.3646  0.01
H: -3.5221 -1.4009 -2.1939  0.00
C: 0.2716 2.3967 -0.8121  0.05
C: -0.1901 0.3937 -4.2491  0.03
Re: 0.6424 -0.2942 -0.1617  1.89
H: 1.2892 2.0791 -0.9911  0.02
H: -2.0564 3.0501 2.4047  0.00
C: -2.4859 -3.1237 -4.2071  0.01
P: 3.2133 0.3991 0.0152  0.30
N: 1.5996 -1.0709 3.9409  0.01
C: -2.2975 -3.2953 -1.8317  0.00
H: 0.6885 -2.4533 2.6459  -0.01
H: -3.0639 0.0700 -3.1196  0.00
H: 2.8732 0.0312 5.2283  0.00
H: -1.7511 5.0492 -1.0038  0.00
H: 0.6670 4.3890 -1.4154  0.00
H: 7.2685 0.1449 0.7894  0.00
C: 2.0166 -2.7902 0.4464  0.10
H: -0.1969 -4.8998 -1.9826  0.00
H: 6.5323 2.3031 1.5752  0.00
H: -0.9546 1.0382 -4.6718  0.00
H: 4.0078 -0.9901 1.8747  0.00
H: 2.0778 -1.9990 1.2035  -0.04
C: 1.8962 -0.7621 -2.8550  -0.04
Si: -3.9091 1.5243 1.8508  -0.01
C: -1.6737 -2.0293 -4.1368  0.00
H: -6.4142 0.4618 0.4010  0.00
H: 1.4814 -4.9988 -1.4493  0.00
H: -3.3054 3.3338 -0.2258  0.00
C: 1.4245 0.9141 -6.1037  0.00
N: -0.5867 1.4215 -0.3600  -0.05
H: 3.1052 2.8130 0.5240  0.00
C: -1.9072 1.7233 -0.1570  0.10
C: -1.4319 -2.2009 -1.7828  -0.02
C: -5.1033 2.8962 1.4783  0.00
C: -0.7845 -1.8143 -0.4643  0.25
H: -4.0657 2.7305 -2.4537  0.00
N: 5.8479 0.2091 -0.7337  0.00
C: 1.2845 -0.0293 3.1674  -0.01
H: 0.6277 3.1106 3.0589  0.00
C: 2.4486 -0.9625 5.1380  0.00
H: -3.0708 2.7067 3.8131  0.00
H: -5.6153 3.0939 2.4320  0.00
C: 1.4134 2.3912 2.8496  -0.01
H: -0.9844 -5.3255 0.7435  0.00
H: 2.5827 -2.4964 -0.4485  0.00
C: 2.0312 -0.5615 -4.1639  0.05
C: 4.5556 -0.3119 -1.1094  0.01

(2)
C39H72ClN2O9S | ωB97M-V/def2-TZVPD

Output
Kohn-Sham gap (Ha): 0.238
LUMO (eV): -4.1
E_tot (eV): -86359.4883
Net charge: +1
Highest occupied orbital energy (Ha): -0.387

Each line ends with the Mulliken charge.
Atoms and positions in Å:
C: -4.6830 -3.6804 -4.1029  -0.61
H: 5.6223 -4.0550 -7.6500  0.27
C: 3.0731 -1.7232 3.1463  -0.49
H: 9.5710 -2.7881 -2.0901  0.27
C: 6.1011 -3.7412 -4.7429  -0.20
O: 8.1100 -1.4174 -2.6319  -0.38
C: 9.3196 -1.7374 -1.9295  -0.36
H: 1.2522 6.2203 5.2685  0.26
C: -4.4804 -5.8592 -3.2357  -0.52
O: 2.6667 -4.5656 5.6605  -0.35
H: 4.3628 -2.4832 -4.3244  0.21
C: 1.6793 -1.2649 3.0605  -0.60
H: -0.6543 -2.5177 -2.2497  0.10
C: -2.7787 3.1263 -1.9170  -0.35
C: -2.3516 1.7708 -2.4324  -0.32
H: -4.5845 5.3815 3.7057  0.36
H: -10.1093 0.0158 -0.5982  0.34
H: 1.5327 -5.9813 7.8455  0.27
H: 10.8486 -1.2131 -3.3494  0.27
C: -8.0187 0.6151 -0.8808  -0.46
H: -3.6358 0.0111 -2.5787  0.16
Cl: 1.6401 -0.8464 -4.0739  -0.12
O: -0.1382 7.3804 4.2997  -0.30
C: -7.3959 1.9425 -0.4975  0.13
C: 8.2969 -0.1766 -3.3276  -0.41
H: 1.9949 -0.9785 0.3454  0.34
H: -0.2889 9.3715 4.8660  0.29
C: -2.0002 5.9447 1.6839  -0.31
O: 6.3553 -4.6466 -5.8253  -0.41
H: 4.0347 -4.2809 8.1316  0.27
H: -2.3387 3.9624 -2.4629  0.45
H: 5.3091 -2.0104 -5.7460  0.25
H: -10.3551 2.5373 0.4332  0.29
H: -3.4230 -2.9829 -2.4624  -0.18
C: 0.8375 -0.8798 -2.4230  0.48
C: 10.3892 -0.7966 -2.4470  -0.57
C: 4.1589 -3.7941 -6.0708  -0.48
O: -4.0246 -4.9557 -2.2166  -0.32
H: 7.4305 0.4693 -3.1654  0.29
C: -9.5189 1.8351 0.4612  -0.51
H: -3.7830 -3.6498 -4.7262  0.29
H: -0.0903 9.0668 3.1271  0.27
O: -8.2807 2.5578 0.4495  -0.44
H: 9.3779 1.0159 -1.8996  0.25
H: -4.8046 3.6715 -1.3186  0.28
C: 1.0495 6.5777 4.2532  -0.35
N: 1.2090 -1.6015 0.5732  0.07
H: -5.3358 -5.4584 -5.2069  0.35
C: -0.4045 -2.8982 1.9872  -0.20
C: -2.8386 6.4033 2.8594  -0.33
C: 0.7962 -1.9368 1.9261  0.20
H: -9.8570 1.4364 -1.6263  0.27
O: 0.6338 0.1699 -1.7780  -0.48
C: 3.7070 -5.3338 6.2841  -0.44
H: 0.8828 5.7127 3.6062  0.21
H: 5.8449 -4.3380 -3.8604  0.28
C: 0.4060 -2.3233 -1.8521  -0.30
C: 2.0275 -5.0061 7.8997  -0.55
H: 3.5860 -6.3765 5.9720  0.28
O: -2.7853 4.9822 0.9646  -0.34
H: -0.8983 -3.3246 2.9160  0.39
H: 8.3704 -0.3999 -4.3974  0.25
C: 1.7072 -4.1939 6.6607  -0.38
H: 1.7148 -4.5157 8.8230  0.33
S: -1.9036 -4.1905 0.0313  -0.08
C: 9.5823 0.4317 -2.8030  -0.51
H: -5.1290 -3.2331 -2.0290  0.28
H: 4.9550 -5.5824 -7.0362  0.28
H: 4.6817 -4.9787 5.9423  0.26
H: 1.2858 -0.4412 3.7522  0.34
C: -3.9170 4.6183 1.7686  -0.32
H: -5.3391 -2.8645 -4.4101  0.37
C: 0.2305 8.7568 4.1277  -0.47
H: -3.0718 4.4603 3.7414  0.29
C: 0.2960 -2.3510 -0.2485  0.20
C: -9.4958 0.9078 -0.7379  -0.57
H: -6.4050 1.8277 -0.0538  0.02
O: -4.6545 1.6791 -1.8853  -0.39
H: 2.1758 7.4787 2.6566  0.27
H: -2.2370 6.7436 3.7042  0.23
H: -2.5060 3.2250 -0.8615  0.04
H: 7.0032 -3.1660 -4.5243  0.03
H: -5.0387 -6.6782 -2.7770  0.27
H: 1.1506 -3.1166 -2.2297  0.37
H: 3.9117 -6.0351 8.3440  0.33
H: -2.3406 1.7771 -3.5278  0.31
H: -4.6062 3.3664 -3.0575  0.23
H: 2.1770 9.6643 3.7210  0.32
C: -3.6647 5.1722 3.1569  -0.70
H: -4.8076 5.0678 1.3167  0.26
H: -1.7250 6.7661 1.0183  0.28
H: 2.0113 8.9265 5.3229  0.26
C: -3.4686 0.8766 -1.9313  -0.25
H: -3.4948 7.2250 2.5527  0.26
H: 9.1373 -1.5813 -0.8605  0.25
C: -4.2855 3.0563 -2.0570  -0.48
H: -7.3156 2.6086 -1.3630  0.08
C: -4.3005 -3.6115 -2.6380  0.06
C: 5.2653 -4.5737 -6.7540  -0.48
H: -1.0845 5.4459 2.0204  0.11
H: 3.2306 -2.7445 3.6581  0.24
H: 1.8182 -3.1206 6.8493  0.28
C: 1.7379 8.8278 4.2672  -0.54
H: -3.2661 0.5191 -0.9149  0.20
C: 3.5246 -5.1843 7.7812  -0.53
H: 11.1788 -0.6076 -1.7178  0.34
H: -3.0054 -3.3553 -0.1483  0.21
C: -5.3248 -5.0464 -4.1967  -0.57
C: 2.1654 7.4725 3.7517  -0.56
H: -6.3573 -4.9962 -3.8362  0.26
C: 4.9403 -2.8649 -5.1687  -0.31
H: -7.7308 0.2820 -1.8795  0.28
H: -7.7226 -0.1579 -0.1633  0.31
H: 3.5043 -3.2767 -6.7749  0.34
H: 3.5447 -4.4694 -5.4652  0.23
H: 0.6970 -4.3794 6.2874  0.24
H: -4.0357 3.5317 1.7655  0.21
H: -1.3659 1.4579 -2.0830  0.12
H: 3.9415 -1.1424 2.6842  0.29
N: -0.6445 -3.1097 0.5619  0.02
H: 10.0716 1.0845 -3.5278  0.32
H: -9.5684 1.2703 1.3986  0.28
H: -3.5984 -6.2744 -3.7343  0.30
H: 3.1514 7.1603 4.1004  0.34

(3)
C39H72N4O8S | ωB97M-V/def2-TZVPD

Output
Kohn-Sham gap (Ha): 0.304
Relative energy (zero: lowest compared OMol25 entry of this formula, charge and spin) (kcal/mol): 0.0
LUMO (eV): 0.5
SMILES string: COCCCCCCCCN1c2ccccc2Sc2c(O)cccc21.COCCNCCOC.COCCNCCOC.COCCNCCOC
E_tot (eV): -74772.3725
Highest occupied orbital energy (Ha): -0.286

Each line ends with the Mulliken charge.
Atoms and positions in Å:
H: -8.8961 -0.1092 -6.5357  0.27
H: 6.8801 -3.3352 3.3259  0.24
H: 12.0908 2.5796 2.9238  0.40
N: 8.9174 1.4783 2.4290  -0.23
H: 11.0600 1.7204 4.0707  0.40
H: -6.8624 -6.5742 1.4652  0.29
C: -4.4580 1.7771 2.1387  -0.61
H: -10.9531 -3.8023 -5.4276  0.39
C: -9.0790 -2.9153 -4.8867  -0.19
H: 5.2876 4.7203 3.1708  0.44
H: -8.1490 -0.2074 -4.4596  0.33
H: 8.4965 0.3282 0.7314  0.41
C: 1.1391 1.9067 2.2838  -0.66
C: -0.3100 3.4165 1.1274  -0.44
C: -6.9205 -4.4477 0.5590  -0.48
H: -9.6379 -3.2967 -9.0942  0.24
N: 1.7876 4.8837 1.1823  -0.24
O: 6.3065 -3.3635 1.2877  -0.37
C: -6.8383 -1.9784 -4.5599  -0.42
H: 4.8475 3.0469 3.5608  0.27
C: -4.5632 -3.0179 0.4839  0.33
C: 7.6306 4.3366 1.5631  -0.60
H: 0.4709 -1.0047 -0.7964  0.24
C: 2.8504 5.6600 3.2692  -0.78
O: 10.5394 3.7046 3.6065  -0.34
H: 7.1099 0.7844 1.7131  0.30
H: 0.1511 -1.2260 1.0079  0.04
H: 7.0719 -1.7264 2.4211  0.02
H: -7.8332 0.6073 -7.7584  0.29
S: -6.9063 -1.6454 -0.5161  -0.20
C: 10.2739 1.8659 2.0401  -0.23
O: -6.8504 -0.0183 -6.0808  -0.44
C: -3.7810 0.5136 1.5448  -0.48
H: 5.4026 -2.2969 2.9720  0.26
H: -1.9090 -0.7852 0.1202  0.73
H: 10.7994 0.9917 1.6442  0.40
H: -0.6765 3.7006 2.1199  0.35
H: 8.4920 2.2398 2.9474  0.04
H: -6.4599 0.0693 -4.1055  0.35
H: 2.8381 -1.8232 -1.6963  0.24
C: 11.0529 2.4254 3.2304  -0.79
H: -1.2011 3.3022 0.5011  0.32
H: 5.2805 -2.5563 -1.2467  0.30
H: 4.3294 3.7410 2.0163  0.39
C: -7.9128 -0.1827 -7.0080  -0.56
H: -8.0407 -4.4354 0.3475  0.32
H: -6.8908 -2.2086 -3.4908  0.16
O: 6.9035 3.3186 0.8902  -0.36
H: -2.6591 0.3829 1.7735  0.22
C: -4.7014 -5.5565 1.4870  -0.64
O: -10.0517 -3.0913 -7.1071  -0.34
C: 0.5606 4.5030 0.4788  -0.89
N: -7.6731 -2.9356 -5.2916  -0.35
H: 8.6128 4.5145 1.1176  0.31
H: 7.0543 5.2628 1.5029  0.33
H: -3.8094 2.4853 2.7722  0.31
H: 2.1691 2.1867 2.0522  0.15
C: -7.1348 -0.4852 -4.7661  -0.45
H: 10.5520 3.2859 5.6432  0.34
H: 0.8661 4.1429 -0.5094  0.39
C: 4.6160 -2.4038 -0.3252  -0.16
H: 1.1102 6.5064 2.3233  0.41
H: 9.6580 4.7307 5.1340  0.24
C: 1.5497 5.5167 2.4798  -0.20
H: -9.5643 -4.7675 -5.9338  0.40
H: 7.7318 4.0884 2.6221  0.15
C: 3.0580 -2.4969 -0.7824  -0.46
H: 0.7914 2.4354 3.1753  0.35
C: 4.9372 -3.4896 0.8336  -0.44
H: 4.8254 -4.5206 0.3177  0.23
C: -6.7559 0.9428 1.0276  0.71
H: 2.3458 4.0475 1.3199  -0.01
C: -4.5092 -0.5665 0.6897  0.23
N: -3.8867 -1.7659 0.1102  0.19
C: -6.0487 -0.3022 0.4584  0.21
C: -3.8875 -4.2563 1.1426  -0.20
H: -7.8128 -1.1359 -7.5318  0.19
O: 3.3074 4.3794 3.7075  -0.36
H: 0.8560 4.9237 3.0880  0.15
O: 0.3061 2.1338 1.1551  -0.26
C: 0.6333 -1.7350 0.0859  -0.14
H: 2.2811 -2.4895 1.4171  0.23
H: -5.8052 -2.1624 -4.8734  0.35
C: 7.7125 2.2962 0.3189  -0.71
C: 8.0505 1.1564 1.2924  -0.59
H: -8.3506 1.9887 1.3230  0.32
C: 9.8956 3.6983 4.8705  -0.70
C: 4.5055 3.9613 3.0717  -0.87
C: -1.6681 -2.7914 -0.7844  -0.65
H: -9.7265 -4.8279 -8.2032  0.34
C: -9.3905 -3.7875 -8.1509  -0.72
H: 3.6127 6.1959 2.6903  0.34
H: 7.1108 1.8616 -0.4863  0.38
H: 4.1690 -3.4823 1.6784  0.33
H: 4.7581 -1.3370 0.0877  0.00
H: -2.2477 -3.7697 -0.9532  0.41
O: -8.1467 1.1537 0.8336  -0.49
H: -0.0472 5.3991 0.3155  0.42
C: -2.4158 -1.8115 0.2813  -1.23
H: -1.5869 -2.2948 -1.8246  0.29
H: 2.6488 6.2484 4.1682  0.42
H: 10.2554 2.6386 1.2623  0.18
H: 8.5993 2.7191 -0.1648  0.39
H: -6.4552 2.9198 2.3444  0.16
C: -9.9424 -3.7420 -5.8396  -0.80
H: -8.3061 -3.7511 -8.0184  0.31
H: -9.4737 -1.8922 -4.8837  0.19
C: 2.1874 -1.9155 0.4360  -0.47
H: -7.6110 -2.7201 -6.2812  0.11
C: -6.2152 -5.6637 1.2049  -0.47
H: -4.2007 -6.4652 1.9769  0.30
H: -2.7715 -4.2645 1.3676  0.15
H: 1.1371 0.8351 2.4981  0.30
C: -6.1110 -3.1689 0.2169  0.43
H: 2.7097 -3.5704 -0.9643  0.28
C: -5.9622 2.0046 1.8797  -0.64
H: -2.0753 -2.1420 1.3366  0.40
H: -0.1239 -3.8174 0.6021  0.12
H: 2.5938 -0.8501 0.6444  0.13
H: 8.9626 3.1301 4.8304  0.28
C: -0.1431 -3.0838 -0.2937  -0.41
C: 6.4010 -2.6418 2.5391  -0.39
H: 0.4277 -3.5648 -1.1747  0.29
H: -9.1687 -3.3217 -3.8747  0.36